No. 1
C31H17Cl5GeN2PtS2 | the ωB97M-V functional and the def2-TZVPD basis

Calculated values
HOMO-LUMO gap (spin up / spin down), eV: 5.50 / 5.51
LUMO level (spin up / spin down), eV: 0.9 / 1.1
Energy above the lowest of the compared OMol25 structures with the same formula, charge and spin, kJ/mol: 2370.5
Charge: -1
2S+1: 2
E_HOMO (spin up / spin down), eV: -4.61 / -4.45

Atoms and positions in Å:
Pt1 0.179 -0.188 1.635
S1 -0.701 0.375 -0.633
C1 -1.879 -0.929 -0.760
C2 -2.782 -0.835 -1.818
C3 -3.767 -1.785 -2.027
C4 -4.684 -1.637 -3.118
N1 -5.406 -1.505 -4.003
C5 -3.842 -2.879 -1.143
C6 -2.939 -2.990 -0.109
C7 -1.939 -2.025 0.119
S2 -0.861 -2.289 1.442
C8 -4.860 -3.882 -1.302
N2 -5.671 -4.688 -1.411
H1 -2.719 0.015 -2.485
H2 -2.998 -3.838 0.560
C9 -3.432 0.999 1.128
Ge1 -1.672 1.895 1.210
C10 -1.450 1.664 3.256
C11 -2.469 2.006 4.129
C12 -2.354 1.782 5.498
C13 -1.231 1.155 6.011
C14 -0.202 0.778 5.157
C15 -0.286 1.049 3.800
C16 -2.229 3.522 0.086
C17 -2.682 3.590 -1.179
C18 -2.277 4.803 -1.866
C19 -1.469 5.546 -1.100
C20 -1.207 4.874 0.199
C21 -1.453 5.656 1.441
C22 -0.807 5.676 2.608
C23 0.320 4.879 3.138
C24 0.861 3.758 2.650
C25 -0.072 3.964 0.148
H3 -4.114 1.657 1.674
H4 -3.418 0.026 1.616
H5 -3.808 0.916 0.109
H6 -3.370 2.466 3.740
H7 -3.152 2.094 6.160
H8 -1.149 0.964 7.073
H9 0.682 0.290 5.549
H10 0.697 0.929 3.237
H11 -3.312 2.835 -1.635
H12 -2.590 5.053 -2.870
H13 -1.048 6.510 -1.349
H14 -2.302 6.332 1.353
H15 -1.176 6.422 3.309
H16 0.665 5.217 4.112
H17 0.175 1.670 1.921
Cl1 0.463 2.885 1.218
C26 1.517 1.812 0.516
C27 2.711 1.447 -0.015
C28 3.486 0.273 0.387
Cl2 3.008 -0.965 1.484
C29 4.724 0.368 -0.158
Cl3 6.010 -0.744 0.031
C30 4.802 1.584 -0.944
Cl4 6.178 2.079 -1.833
C31 3.619 2.233 -0.840
Cl5 3.205 3.718 -1.573

=====

No. 2
C25H39AsCl2NO4PS5W | the ωB97M-V functional and the def2-TZVPD basis

Calculated values
HOMO-LUMO gap (spin up / spin down), eV: 4.80 / 5.70
LUMO level (spin up / spin down), eV: 4.1 / 4.0
Energy above the lowest of the compared OMol25 structures with the same formula, charge and spin, kJ/mol: 137.8
Charge: -2
2S+1: 3
E_HOMO (spin up / spin down), eV: -0.66 / -1.70

Atoms and positions in Å:
W1 -2.640 1.428 -0.432
S1 -4.328 2.796 -1.935
As1 -2.317 2.906 -2.591
S2 -1.287 3.589 -0.778
S3 -2.711 -0.366 -1.875
S4 -1.756 3.582 -4.498
O1 -0.264 0.686 -0.480
P1 0.890 -0.172 -0.889
C1 0.348 -1.935 -0.869
C2 1.244 -3.025 -1.467
C3 2.229 -3.622 -0.465
C4 1.525 -4.094 0.808
C5 0.661 -2.991 1.417
C6 -0.328 -2.443 0.401
C7 2.384 0.508 -0.016
C8 2.093 1.154 1.357
C9 2.570 0.361 2.570
C10 4.017 -0.092 2.425
C11 4.136 -0.979 1.193
C12 3.747 -0.210 -0.068
C13 1.280 0.004 -2.697
C14 0.734 1.324 -3.250
C15 1.667 2.512 -3.076
C16 3.016 2.226 -3.729
C17 3.646 0.965 -3.141
C18 2.707 -0.241 -3.227
H1 -0.482 -1.747 -1.568
H2 1.770 -2.680 -2.359
H3 0.573 -3.825 -1.804
H4 2.981 -2.876 -0.205
H5 2.768 -4.455 -0.929
H6 2.264 -4.454 1.532
H7 0.884 -4.949 0.560
H8 1.285 -2.169 1.773
H9 0.127 -3.359 2.296
H10 -0.931 -1.652 0.839
H11 -1.014 -3.244 0.095
H12 2.480 1.362 -0.695
H13 1.026 1.362 1.436
H14 2.604 2.124 1.364
H15 1.928 -0.505 2.719
H16 2.440 0.983 3.459
H17 4.341 -0.635 3.318
H18 4.681 0.776 2.318
H19 3.487 -1.845 1.334
H20 5.153 -1.365 1.072
H21 3.824 -0.854 -0.945
H22 4.512 0.566 -0.204
H23 0.639 -0.778 -3.116
H24 -0.228 1.512 -2.786
H25 0.532 1.193 -4.320
H26 1.795 2.743 -2.013
H27 1.190 3.388 -3.519
H28 3.698 3.073 -3.613
H29 2.863 2.086 -4.806
H30 3.925 1.161 -2.102
H31 4.577 0.721 -3.664
H32 3.180 -1.110 -2.764
H33 2.595 -0.491 -4.290
Cl1 -4.469 3.866 1.900
C19 -5.541 2.512 2.016
C20 -6.646 2.598 2.840
C21 -7.523 1.526 2.957
C22 -7.280 0.370 2.228
C23 -6.179 0.294 1.399
Cl2 -5.907 -1.153 0.477
C24 -5.241 1.349 1.257
N1 -4.176 1.250 0.475
H34 -6.810 3.513 3.394
H35 -8.386 1.593 3.607
H36 -7.946 -0.480 2.290
C25 -3.023 -0.731 2.722
S5 -1.661 0.400 2.805
O2 -1.768 1.099 4.068
O3 -0.469 -0.418 2.666
O4 -1.846 1.336 1.663
H37 -2.841 -1.507 3.463
H38 -3.083 -1.152 1.719
H39 -3.937 -0.190 2.953

=====

No. 3
C3H22NO6S2 | the ωB97M-V functional and the def2-TZVPD basis

Calculated values
HOMO-LUMO gap, eV: 8.40
LUMO level, eV: -3.2
Energy above the lowest of the compared OMol25 structures with the same formula, charge and spin, kJ/mol: 258.2
Charge: +1
E_HOMO, eV: -11.55

Atoms and positions in Å:
N1 0.469 -0.677 -0.375
C1 -0.226 0.302 0.726
C2 0.478 0.063 2.047
S1 0.478 -1.490 2.967
S2 -1.368 -2.254 2.644
C3 -1.063 -3.665 1.493
H1 1.474 -1.100 -0.300
H2 0.511 -0.213 -1.274
H3 -0.318 -1.429 -0.559
H4 -1.289 0.188 0.621
H5 -0.241 1.499 0.507
H6 1.609 0.329 2.013
H7 0.181 0.878 2.827
H8 -0.067 -4.112 1.537
H9 -1.133 -3.035 0.534
H10 -1.801 -4.487 1.467
H11 3.886 2.302 0.728
H12 3.728 0.914 0.029
O1 3.274 1.625 0.370
H13 -3.111 1.989 1.506
H14 -3.751 2.736 2.726
O2 -2.866 2.569 2.308
H15 -4.107 0.832 -1.244
H16 -3.827 2.301 -1.211
O3 -3.377 1.472 -0.862
H17 0.690 -0.671 -4.061
H18 1.463 -0.654 -2.752
O4 1.451 -1.025 -3.649
H19 4.300 -1.053 0.063
H20 3.824 -0.760 -1.199
O5 3.519 -0.716 -0.353
H21 -0.654 3.196 -3.062
H22 -1.490 1.939 -3.345
O6 -0.645 2.205 -2.866

=====

No. 4
C11H11Cl2NO | the ωB97M-V functional and the def2-TZVPD basis

Calculated values
HOMO-LUMO gap, eV: 8.42
LUMO level, eV: 0.4
Energy above the lowest of the compared OMol25 structures with the same formula, charge and spin, kJ/mol: 221.4
E_HOMO, eV: -8.03

Atoms and positions in Å:
C1 -0.703 -3.027 -0.067
C2 -0.116 -3.369 -1.213
C3 -0.343 -1.946 0.677
C4 0.895 -2.684 -1.713
C5 0.654 -1.091 0.183
C6 1.230 -1.459 -1.082
C7 2.720 0.213 -1.055
C8 1.239 0.105 0.789
C9 -0.350 3.229 -0.149
C10 2.091 -0.058 2.040
C11 -0.195 1.725 -0.339
N1 2.294 -0.807 -1.681
O1 0.560 1.351 0.757
Cl1 3.884 1.369 -1.334
Cl2 3.100 -1.516 1.884
H1 -1.492 -3.590 0.336
H2 -0.462 -4.197 -1.663
H3 -0.862 -1.796 1.664
H4 1.357 -2.857 -2.678
H5 0.640 3.557 0.132
H6 -0.645 3.718 -1.150
H7 -0.965 3.607 0.742
H8 1.507 -0.242 2.909
H9 2.775 0.725 2.049
H10 0.383 1.652 -1.311
H11 -1.184 1.065 -0.382

=====

No. 5
C6H8N2 | the ωB97M-V functional and the def2-TZVPD basis

Calculated values
HOMO-LUMO gap, eV: 8.96
LUMO level, eV: 0.7
Energy above the lowest of the compared OMol25 structures with the same formula, charge and spin, kJ/mol: 430.9
E_HOMO, eV: -8.24

Atoms and positions in Å:
C1 -0.393 0.737 -0.054
C2 -0.579 -0.773 0.099
C3 1.878 0.069 0.088
C4 -1.298 1.742 -0.093
C5 3.053 -0.496 -0.009
C6 -1.944 -1.208 -0.049
N1 0.439 -1.496 0.284
N2 0.898 1.053 0.110
H1 -0.906 2.698 -0.094
H2 -2.303 1.622 -0.170
H3 4.058 -0.155 -0.068
H4 2.836 -1.594 0.112
H5 -2.508 -0.920 0.871
H6 -1.877 -2.355 -0.071
H7 -2.549 -0.855 -0.873
H8 1.194 1.930 -0.082

=====

No. 6
C6H9FS | the ωB97M-V functional and the def2-TZVPD basis

Calculated values
HOMO-LUMO gap, eV: 8.94
LUMO level, eV: 0.8
Energy above the lowest of the compared OMol25 structures with the same formula, charge and spin, kJ/mol: 383.3
E_HOMO, eV: -8.15

Atoms and positions in Å:
C1 1.279 0.872 -0.477
C2 1.015 0.150 0.902
C3 -0.398 0.180 1.382
C4 -1.232 -0.536 0.424
C5 -0.332 -1.050 -0.731
C6 0.981 -0.514 -0.356
H1 -0.953 1.116 -1.669
H2 2.232 1.238 -0.704
H3 1.758 0.184 1.592
H4 -0.697 1.344 1.538
H5 -0.667 -0.375 2.390
H6 -1.944 -1.248 0.769
H7 -2.094 0.161 -0.102
H8 -0.408 -2.144 -1.017
H9 1.773 -1.170 -0.647
F1 -0.708 -0.393 -1.941
S1 0.396 2.186 -1.353